(1)
Here is a structure of composition C4H10N5Si from the Open Molecules 2025 dataset. Energies are from ωB97M-V with the def2-TZVPD basis set.

Geometry as XYZ:
```
20
Properties=species:S:1:pos:R:3
Si 0.493 0.099 -0.008
N 3.146 1.276 0.534
N 4.091 -0.638 0.197
N 2.178 0.503 -0.011
N 2.028 -1.564 -0.786
N 4.217 0.602 0.580
C 2.815 -0.714 -0.220
C -0.017 -1.085 1.374
C -0.235 1.858 0.506
C -0.532 -0.040 -1.744
H -0.609 -1.026 -1.994
H -0.124 0.444 -2.600
H -0.602 -2.010 0.951
H -0.653 -0.747 2.114
H -0.407 2.534 -0.334
H 0.739 -1.407 2.147
H -1.477 0.378 -1.608
H 2.505 -2.453 -0.935
H 0.207 2.539 1.274
H -1.165 1.673 1.091
```

For the gap between HOMO and LUMO, the calculation gives 7.16 eV. The total charge is -1. The HOMO energy is -3.40 eV. The electronic energy comes out at -721.6987 Eh. The value obtained for the energy relative to the best compared isomer or geometry (same formula, charge and spin) is 19.5 kcal/mol. The LUMO energy comes out at 3.764 eV.

***

(2)
Here is a structure of composition C32H21BrIN4O4ReS2 from the Open Molecules 2025 dataset. Energies are from ωB97M-V with the def2-TZVPD basis set.

Geometry as XYZ:
```
66
Properties=species:S:1:pos:R:3
Re -0.358 -0.973 0.133
I 1.907 -2.454 0.033
Br 2.868 -0.783 -2.856
S -0.127 -0.044 5.716
S -0.299 2.926 -5.821
O -6.197 -2.008 0.163
O -2.129 0.049 0.203
O -4.349 -0.053 0.184
O -6.027 -4.224 0.181
N -1.825 -2.600 0.143
N 0.185 0.626 1.416
N -3.298 -4.216 0.156
N 0.071 0.609 -1.185
C -0.089 2.965 2.921
C -0.039 0.534 -2.491
C 0.001 1.715 3.555
C -0.955 -4.977 0.159
C -0.033 3.035 -1.327
C -5.542 -3.125 0.169
C -0.148 4.253 -0.583
C 3.882 -1.626 -0.321
C -0.027 3.049 1.533
C -0.278 2.538 5.946
C 4.867 -1.880 0.615
C -0.200 0.348 -5.493
C 4.179 -0.981 -1.512
C -0.158 4.257 0.775
C -4.027 -3.061 0.158
C 0.111 1.838 0.811
C 6.163 -1.446 0.365
C -0.079 1.679 -3.332
C -3.253 -0.574 0.179
C 0.148 0.570 2.727
C -1.989 -3.928 0.149
C -0.346 0.576 -6.854
C 6.454 -0.747 -0.795
C -0.079 2.938 -2.715
C -3.096 -2.053 0.151
C -0.418 2.008 7.225
C 0.081 1.830 -0.594
C -0.414 1.929 -7.167
C -0.168 1.520 -4.746
C -0.112 1.561 4.971
C -0.362 0.625 7.244
C 5.466 -0.514 -1.737
H 0.045 -4.550 0.166
H -0.451 -0.016 8.103
H -0.125 -0.458 -2.919
H -1.077 -5.615 1.037
H 4.635 -2.427 1.515
H -0.560 2.598 8.114
H -1.062 -5.623 -0.714
H -3.726 -5.138 0.162
H 7.457 -0.395 -0.983
H -0.114 -0.636 -5.071
H -0.287 5.181 1.317
H -0.413 -0.202 -7.593
H -0.533 2.348 -8.148
H -5.676 -1.162 0.163
H -0.263 5.176 -1.129
H 5.689 0.001 -2.659
H -0.227 3.867 3.498
H 0.214 -0.414 3.182
H -0.131 3.837 -3.314
H 6.942 -1.675 1.074
H -0.296 3.595 5.748
```

For the gap between HOMO and LUMO (alpha / beta), the calculation gives 5.16 / 3.42 eV. As for the multiplicity: 2. The total charge is +3. The HOMO energy (alpha / beta) is -15.44 / -15.14 eV. The electronic energy comes out at -5497.4682 Eh. The LUMO energy (alpha / beta) comes out at -10.275 / -11.719 eV.

***

(3)
Here is a structure of composition C6H9BaO5 from the Open Molecules 2025 dataset. Energies are from ωB97M-V with the def2-TZVPD basis set.

Geometry as XYZ:
```
21
Properties=species:S:1:pos:R:3
Ba 0.006 0.727 2.204
O 2.247 2.738 -1.923
O 1.569 2.268 0.202
O 0.252 -0.878 0.253
O -1.390 0.494 0.151
O -1.091 -1.032 -1.590
C -0.497 -0.282 -0.821
C 1.692 2.281 -0.994
C 2.047 -2.229 1.103
C -3.322 1.829 0.436
C -2.561 1.018 -0.297
C 1.232 -1.855 -0.111
H 1.877 -1.439 -0.901
H 1.425 -2.740 1.850
H 0.348 0.671 -1.364
H 2.507 -1.340 1.556
H 0.698 -2.723 -0.522
H -4.222 2.251 -0.008
H -2.742 0.835 -1.359
H 2.854 -2.909 0.801
H -2.931 2.313 1.333
```

For the gap between HOMO and LUMO (alpha / beta), the calculation gives 3.56 / 8.38 eV. As for the multiplicity: 2. The HOMO energy (alpha / beta) is -4.42 / -9.21 eV. The electronic energy comes out at -635.6117 Eh. The LUMO energy (alpha / beta) comes out at -0.856 / -0.838 eV.

***

(4)
Here is a cluster of 2 separate species, C4H11N2 in total from the Open Molecules 2025 dataset. Energies are from ωB97M-V with the def2-TZVPD basis set.

Geometry as XYZ:
```
17
Properties=species:S:1:pos:R:3
N 1.204 1.333 -0.799
N 1.653 -0.658 -1.574
C -1.260 -0.574 0.478
C 1.694 0.644 -1.797
C -0.113 -1.266 1.184
C -1.550 0.840 0.989
H -2.164 -1.169 0.440
H -2.057 1.489 0.272
H -0.671 1.323 1.404
H 2.138 1.117 -2.681
H -2.268 0.717 1.805
H -0.189 -1.381 2.264
H 0.824 -0.822 0.887
H -0.056 -2.288 0.797
H -0.899 -0.467 -0.569
H 2.228 -1.164 -2.270
H 1.487 2.327 -0.829
```

For the gap between HOMO and LUMO, the calculation gives 4.25 eV. The total charge is +1. The HOMO energy is -14.56 eV. The electronic energy comes out at -268.0367 Eh. The value obtained for the energy relative to the best compared isomer or geometry (same formula, charge and spin) is 168.3 kcal/mol. The LUMO energy comes out at -10.315 eV.

***

(5)
Here is a structure of composition C13H47AlN19O10 from the Open Molecules 2025 dataset. Energies are from ωB97M-V with the def2-TZVPD basis set.

Geometry as XYZ:
```
90
Properties=species:S:1:pos:R:3
Al -1.779 -0.147 1.038
O -5.330 5.713 -3.245
O 6.894 -6.093 -2.246
O 0.331 3.319 1.478
O 3.235 -4.684 -1.410
O -5.241 10.146 -1.069
O -4.495 3.633 2.150
O 4.934 -7.835 2.070
O 3.039 3.825 -1.650
O -0.228 -3.221 0.828
O -5.309 -0.647 1.545
N 1.595 1.324 2.105
N -7.005 -1.784 2.503
N -3.206 5.349 -2.579
N -5.154 4.639 0.242
N -3.633 5.991 -4.704
N -5.247 2.388 0.426
N -7.306 9.519 -1.724
N -5.604 8.033 -1.767
N 6.979 -8.785 2.130
N 1.292 4.912 -0.727
N 4.556 -6.140 -0.305
N 8.432 -5.665 -3.839
N 2.676 -5.352 0.670
N 5.865 -8.371 4.053
N -4.960 -1.777 3.465
N 0.042 -3.192 -1.411
N 2.884 6.067 -1.841
N -0.457 -5.127 -0.356
N 8.675 -4.796 -1.767
C -4.936 3.559 1.014
C 2.444 4.866 -1.421
C -6.000 9.289 -1.492
C -1.217 1.437 2.257
C -5.730 -1.356 2.445
C 2.361 1.401 0.803
C 0.273 2.035 1.927
C 5.864 -8.300 2.709
C -0.215 -3.808 -0.243
C 1.443 -0.098 2.596
C 7.932 -5.554 -2.594
C 3.474 -5.349 -0.414
C -4.135 5.686 -3.493
H -2.649 5.971 -4.916
H -3.533 5.111 -1.653
H 9.287 -5.224 -4.133
H -5.101 1.546 0.966
H -3.993 -1.482 3.468
H -5.517 4.586 -0.695
H -4.631 7.809 -1.610
H -7.359 -2.369 3.241
H 0.920 4.035 -0.389
H 2.548 -0.515 2.769
H 1.849 -4.773 0.638
H 7.028 -8.754 1.122
H 2.866 -5.897 1.495
H -6.223 7.321 -2.116
H -1.445 -1.512 1.831
H -4.936 5.543 0.638
H 5.050 -8.019 4.536
H 8.342 -4.681 -0.820
H -0.448 -5.618 -1.234
H -2.007 2.300 2.017
H -7.938 8.818 -2.072
H 0.055 -3.668 -2.297
H 6.628 -8.752 4.587
H 3.746 6.086 -2.367
H 4.760 -6.691 0.512
H -0.656 -5.636 0.494
H -2.220 5.325 -2.776
H 3.214 0.575 0.808
H 0.796 5.766 -0.534
H 1.671 1.359 -0.142
H -0.773 -0.108 -0.209
H 0.970 -0.835 1.786
H 0.230 -2.199 -1.380
H -7.625 -1.495 1.759
H -1.386 1.197 3.414
H 2.399 6.929 -1.656
H -5.611 2.318 -0.509
H 0.913 -0.195 3.651
H -3.310 -0.091 0.602
H 7.910 -6.225 -4.499
H 2.926 2.444 0.759
H -5.299 -2.361 4.210
H 5.188 -6.173 -1.094
H -7.654 10.448 -1.532
H 9.532 -4.348 -2.046
H 7.750 -9.169 2.650
H -4.290 6.251 -5.426
```

For the gap between HOMO and LUMO, the calculation gives 5.82 eV. The total charge is -1. The HOMO energy is -4.19 eV. The electronic energy comes out at -2559.0178 Eh. The LUMO energy comes out at 1.623 eV.

***

(6)
Here is the molecule C9H12N2O7P2 from the Open Molecules 2025 dataset. Energies are from ωB97M-V with the def2-TZVPD basis set.

Geometry as XYZ:
```
32
Properties=species:S:1:pos:R:3
P 1.454 1.557 -1.836
P -2.669 1.560 1.368
O 1.490 -4.932 0.955
O -3.821 1.469 0.065
O 1.321 -3.256 -0.326
O -3.187 0.430 2.594
O -2.840 3.023 2.025
O 0.827 -1.303 -1.533
O 2.989 1.134 -2.603
N 0.674 -4.304 0.273
N 1.851 2.934 -0.759
C 0.217 -2.266 -0.558
C -1.514 -0.366 -1.232
C 2.358 -0.236 0.094
C -0.839 1.400 0.847
C -0.472 0.049 -0.005
C -2.667 -0.748 -1.981
C -0.270 -1.387 0.780
C 3.512 -0.631 0.837
C 0.985 0.005 -0.827
H 2.539 3.593 -1.187
H -0.187 1.387 1.847
H 4.592 -1.073 1.090
H 2.184 2.624 0.180
H -0.617 -2.998 -0.999
H -0.554 2.352 0.187
H -4.030 2.365 -0.332
H -2.357 0.009 3.006
H 3.598 1.903 -2.392
H 0.426 -1.428 1.731
H -1.299 -1.783 1.178
H -3.695 -1.082 -2.488
```

For the gap between HOMO and LUMO, the calculation gives 8.62 eV. The HOMO energy is -8.98 eV. The electronic energy comes out at -1668.5528 Eh. The LUMO energy comes out at -0.363 eV.